The following is a DFT calculation (ωB97M-V/def2-TZVPD) of a 13-piece molecular cluster, C39H104O13 overall.

HOMO energy: -9.71 eV
Relative energy (zero: lowest compared OMol25 entry of this formula, charge and spin): 168.2 kcal per mole
Gap between HOMO and LUMO: 0.3703 hartree
Total energy: -68740.8798 eV

Structure (XYZ):
```
156
Properties=species:S:1:pos:R:3:forces:R:3
C 17.6694 -8.5702 4.3322 0.397 -0.310 0.448
C 18.9869 -7.8382 4.1725 -0.780 -0.663 -1.089
C 20.1188 -8.7766 3.9019 0.750 -0.178 1.135
O 19.0153 -6.9981 3.0141 -0.264 0.447 0.633
H 17.5774 -9.3052 3.5326 -0.596 0.235 -0.106
H 16.8285 -7.8970 4.4992 -0.147 -0.002 -0.609
H 17.7379 -9.1160 5.2731 0.020 -0.279 0.056
H 19.1215 -7.3509 5.1382 0.523 0.773 -0.140
H 20.2086 -9.4431 4.7597 0.284 -0.146 0.030
H 20.9994 -8.1355 3.8595 0.334 -0.365 -0.169
H 20.0539 -9.3935 3.0056 -0.337 0.334 -0.090
H 18.2041 -6.4853 2.9886 -0.160 0.277 -0.090
C 24.5347 -5.0619 5.0670 0.555 -0.668 1.361
C 23.0546 -4.6740 5.1883 2.943 -0.914 1.429
C 23.0279 -3.3591 5.8170 -0.181 2.422 1.175
O 22.6095 -4.6385 3.9010 -1.796 -0.472 -1.794
H 25.0135 -4.2506 4.5186 0.240 -0.627 -0.614
H 24.7379 -6.1055 4.8271 -0.388 0.149 -1.557
H 25.1061 -5.1487 5.9912 -0.421 0.920 0.811
H 22.5356 -5.3588 5.8590 -0.288 -0.431 -0.311
H 23.5109 -2.5617 5.2522 0.066 -0.217 -0.604
H 23.6154 -3.3585 6.7351 -0.371 -0.171 0.348
H 22.0206 -2.9871 6.0041 -0.123 -0.099 0.215
H 21.7488 -5.0633 3.9152 -0.251 0.082 -0.616
C 13.6504 -3.6424 -5.3319 -0.949 -0.685 0.967
C 13.8745 -4.0570 -3.8420 0.851 -1.459 -1.284
C 13.9073 -5.5844 -3.7796 -1.045 -0.012 -0.359
O 15.1885 -3.6908 -3.4406 -0.247 1.112 0.631
H 14.4428 -3.9753 -6.0022 0.665 0.533 0.396
H 13.3853 -2.5883 -5.4140 0.253 -0.110 -0.311
H 12.8580 -4.2828 -5.7194 -0.671 0.423 0.082
H 13.1155 -3.7102 -3.1407 0.274 0.638 -0.142
H 13.0296 -6.0180 -4.2588 -0.015 -0.063 -0.261
H 13.8868 -6.0024 -2.7731 0.587 0.233 0.040
H 14.7940 -5.8365 -4.3613 -0.014 -0.717 0.194
H 15.7560 -4.2198 -4.0060 0.375 0.103 0.040
C 22.5281 -8.3852 -4.1089 1.077 -0.485 0.844
C 22.2414 -8.8374 -5.4928 -0.184 -1.232 0.940
C 22.5546 -10.3553 -5.6953 0.300 -0.200 -0.471
O 20.8559 -8.5504 -5.6744 -0.049 0.373 -1.460
H 22.1643 -7.3649 -3.9874 0.090 -0.143 0.282
H 23.6106 -8.4427 -3.9955 0.187 0.311 0.427
H 22.1141 -9.0979 -3.3956 -0.289 0.309 0.276
H 22.9201 -8.1954 -6.0542 -0.838 -0.105 -1.154
H 22.7417 -10.9581 -4.8066 -0.380 0.500 0.612
H 23.4565 -10.5933 -6.2591 0.122 0.595 -0.332
H 21.7688 -10.8853 -6.2335 -0.238 0.314 -0.086
H 20.3274 -9.2055 -5.2128 0.146 -0.141 0.107
C 13.0195 0.7191 -0.0718 -0.146 -0.884 0.001
C 12.0205 1.6031 0.6896 -0.241 1.161 -0.799
C 10.9748 2.3814 -0.1562 0.873 0.391 -0.359
O 11.3370 0.9057 1.7088 0.173 -1.129 0.134
H 13.3989 1.0018 -1.0537 -0.649 0.899 -0.082
H 12.6011 -0.2690 -0.2635 -0.060 -0.164 0.307
H 13.9556 0.6156 0.4769 -0.225 -0.256 0.463
H 12.6586 2.3220 1.2036 -0.046 0.587 -0.144
H 10.3836 3.0629 0.4555 0.025 -0.091 0.328
H 10.2628 1.8298 -0.7701 0.227 -0.601 0.264
H 11.5068 3.0315 -0.8507 0.120 0.076 -0.114
H 10.8160 1.5480 2.1962 -0.024 0.009 0.005
C 18.7492 -1.1636 -1.3425 -0.072 -1.202 0.302
C 20.0695 -1.6037 -0.7494 0.846 0.281 2.179
C 20.2658 -3.1261 -0.5487 0.506 0.244 -0.138
O 21.1809 -1.0966 -1.4464 0.142 0.575 -1.941
H 18.4637 -0.1133 -1.4003 1.041 0.165 -0.661
H 17.9695 -1.4805 -0.6499 -0.050 -0.727 -0.032
H 18.7045 -1.7750 -2.2438 -0.800 0.640 -0.470
H 20.1927 -1.1242 0.2216 -0.560 -0.201 0.629
H 20.4373 -3.6362 -1.4966 -0.535 0.021 -0.237
H 19.5589 -3.6703 0.0776 -0.391 0.281 -0.232
H 21.2263 -3.2666 -0.0528 0.147 0.193 0.252
H 22.0184 -1.2134 -0.9919 -0.206 -0.229 0.345
C 15.9865 4.9328 3.0452 0.100 1.234 0.631
C 17.3378 4.3370 3.3835 -0.228 -1.582 0.048
C 17.5604 3.0185 2.5341 1.218 0.943 0.052
O 18.3978 5.2859 3.2212 -0.051 -0.493 -0.972
H 15.8621 5.8369 3.6411 0.196 0.427 0.064
H 15.1024 4.3891 3.3783 0.225 -0.674 -0.566
H 15.9738 5.2786 2.0116 -0.306 -0.405 -0.124
H 17.4005 4.1035 4.4464 -0.511 -0.529 0.133
H 16.7553 2.2854 2.4848 -0.417 0.526 0.368
H 18.4391 2.4464 2.8321 0.099 0.171 0.497
H 17.8199 3.2819 1.5087 -0.307 0.304 -0.173
H 18.1691 6.0555 3.7475 -0.027 0.062 0.036
C 17.8202 -2.3260 4.1460 0.802 0.628 -0.551
C 16.5074 -3.0681 4.0654 0.308 0.627 -0.583
C 15.3492 -2.0752 3.9840 -0.320 0.168 1.312
O 16.5662 -3.8098 2.8434 -0.307 -0.836 0.412
H 18.6951 -2.8939 3.8296 -0.241 -0.629 0.163
H 18.1161 -1.8488 5.0802 -0.523 0.159 0.076
H 17.7298 -1.5969 3.3408 0.279 0.644 0.196
H 16.4297 -3.7455 4.9158 -0.389 -0.308 -0.288
H 15.4283 -1.3657 3.1602 0.077 -0.362 -0.381
H 15.3377 -1.4240 4.8580 0.285 0.051 0.281
H 14.3600 -2.5304 4.0313 0.103 -0.266 -0.510
H 16.4952 -3.1762 2.1258 -0.023 0.049 -0.138
C 24.0538 0.3563 2.1899 1.294 -0.453 0.514
C 25.5129 0.1826 1.6249 -0.582 -1.109 1.210
C 26.4770 -0.6302 2.5130 0.481 1.214 0.836
O 25.3848 -0.6128 0.4994 -0.123 -0.435 -2.340
H 23.4271 0.9818 1.5541 0.183 0.194 0.243
H 24.0675 0.6144 3.2488 -0.082 0.836 -0.079
H 23.5897 -0.6287 2.2393 0.091 -0.256 -0.417
H 26.0107 1.0953 1.2974 -0.365 0.295 0.253
H 27.5137 -0.5102 2.1985 -0.053 -0.073 -0.612
H 26.2592 -1.6978 2.4822 -0.259 0.012 0.264
H 26.5543 -0.2634 3.5365 -0.519 -0.198 0.287
H 25.4580 -1.5301 0.7731 -0.150 -0.163 -0.204
C 26.6086 -5.6538 -0.3677 0.847 0.023 -0.324
C 25.1225 -5.5915 -0.1918 -0.340 -0.184 0.884
C 24.5702 -6.9118 0.3143 -0.405 -0.151 0.043
O 24.8504 -4.5031 0.6960 0.195 0.415 0.455
H 26.8121 -6.2606 -1.2501 0.323 0.474 -0.345
H 27.2091 -6.1233 0.4114 -0.725 -0.448 0.575
H 27.0527 -4.6586 -0.3479 -0.159 0.132 -0.889
H 24.5658 -5.3198 -1.0887 0.502 -0.198 -0.542
H 24.8322 -7.8025 -0.2568 0.281 0.291 -0.500
H 23.4831 -6.8570 0.2563 -0.125 -0.134 0.527
H 24.9460 -7.1384 1.3121 -0.281 0.273 0.252
H 24.1918 -4.6917 1.3686 -0.164 -0.371 -0.012
C 23.6707 2.8943 -4.4306 -0.086 0.437 -0.389
C 22.9985 3.7297 -3.3716 1.946 -1.390 0.510
C 22.5885 5.0562 -3.8373 -1.758 2.296 -0.506
O 22.0048 2.9365 -2.7597 -1.633 0.962 0.636
H 24.2887 2.1934 -3.8694 0.026 -0.438 -0.760
H 24.2318 3.4936 -5.1476 0.502 0.014 0.343
H 22.8875 2.4663 -5.0563 0.015 -0.612 0.171
H 23.7359 3.8959 -2.5863 0.329 0.153 0.147
H 21.8335 5.0400 -4.6233 -0.354 -0.283 0.054
H 23.3140 5.7582 -4.2483 0.996 -0.873 -0.139
H 22.2262 5.7180 -3.0506 -0.589 -0.449 0.396
H 22.0099 1.9905 -2.9230 0.562 0.134 -0.432
C 18.0936 2.4067 -5.3457 -1.668 -1.128 0.798
C 16.7134 2.8279 -4.7614 1.608 -0.278 0.177
C 16.9398 3.9267 -3.7840 -1.173 0.483 2.126
O 15.9020 3.2494 -5.7844 -1.160 1.026 -1.672
H 17.8371 1.6995 -6.1345 0.493 0.175 -0.344
H 18.6180 1.8447 -4.5729 0.469 0.262 -0.082
H 18.6293 3.2926 -5.6867 0.094 -0.206 -0.043
H 16.0880 2.0390 -4.3435 0.781 -0.482 0.465
H 15.9982 4.2268 -3.3243 -0.547 0.280 -0.486
H 17.3843 4.8404 -4.1786 0.352 -0.233 -0.156
H 17.4046 3.6047 -2.8521 0.968 -0.135 -0.351
H 16.2946 4.0645 -6.1054 -0.196 0.222 -0.412
C 20.3122 -4.0022 -6.5797 1.110 0.551 -0.592
C 18.8961 -4.4325 -6.8416 0.151 1.090 -0.125
C 18.5999 -4.8029 -8.2756 0.732 -0.868 -0.203
O 18.5154 -5.4561 -6.0255 -0.832 -1.677 1.598
H 20.5536 -3.4471 -7.4862 0.682 0.382 0.250
H 21.0752 -4.7683 -6.4421 -0.320 -0.730 -0.557
H 20.5230 -3.4058 -5.6920 -0.754 0.406 -0.040
H 18.2726 -3.5848 -6.5572 -0.238 0.142 -0.120
H 17.5871 -5.2017 -8.3315 -0.371 1.015 -0.398
H 19.1299 -5.7094 -8.5680 0.678 -0.179 0.272
H 18.9796 -4.0564 -8.9733 -0.896 0.196 -0.193
H 19.1518 -6.1630 -6.1555 0.062 -0.390 0.173
```
Forces are in eV/Å.

The following is a DFT calculation (ωB97M-V/def2-TZVPD) of an isolated ion of composition C4H7N2 and charge +1.

HOMO energy: -16.00 eV
Relative energy (zero: lowest compared OMol25 entry of this formula, charge and spin): 123.8 kcal per mole
Gap between HOMO and LUMO: 0.4422 hartree
Total energy: -7230.3713 eV
Net charge: +1
SMILES string: C1=N[N+]2(C1)CC2

Structure (XYZ):
```
13
Properties=species:S:1:pos:R:3:forces:R:3
C -1.3543 0.1938 1.4623 -1.484 -2.325 -1.851
C -0.9413 -0.7481 0.3362 -0.907 -0.586 -1.452
C 0.6636 0.6349 -1.1790 -1.217 -3.529 -1.970
C 1.5943 -0.1329 -0.2641 -2.681 1.639 0.044
N -0.4251 1.0388 1.2624 0.591 1.590 -0.341
N 0.0846 0.2748 0.0928 1.921 -0.906 1.084
H -2.3769 0.1336 1.9087 1.544 0.730 0.721
H -0.4407 -1.7260 0.4985 -0.872 0.471 0.294
H -1.6516 -0.7745 -0.5537 0.698 -0.242 1.263
H 0.8223 1.6369 -1.3164 0.513 2.363 -0.277
H 0.1666 0.0989 -2.1121 1.017 1.174 2.177
H 1.5992 -1.2365 -0.3553 0.808 1.034 0.231
H 2.2593 0.6061 0.2196 0.070 -1.415 0.077
```
Forces are in eV/Å.

The following is a DFT calculation (ωB97M-V/def2-TZVPD) of one molecule with the formula C5H3ClN4.

HOMO energy: -9.81 eV
Relative energy (zero: lowest compared OMol25 entry of this formula, charge and spin): 0.0 kcal per mole
Gap between HOMO and LUMO: 0.3568 hartree
Total energy: -23716.7977 eV
SMILES string: N#Cc1cnc(Cl)nc1N

Structure (XYZ):
```
13
Properties=species:S:1:pos:R:3:forces:R:3
C 0.0192 0.7360 -0.0015 -0.189 0.481 0.011
C -1.9971 -0.2682 -0.0036 -0.141 0.034 0.024
C -0.2225 -1.6313 -0.0005 -0.508 -0.779 0.063
C 0.6191 -0.5424 0.0006 0.361 0.008 -0.005
C 2.0431 -0.6695 0.0010 1.532 -0.001 -0.048
H 0.2676 2.7470 -0.0005 -0.315 0.412 0.002
H 1.7529 1.8563 0.0107 -0.338 -0.047 -0.010
H 0.1637 -2.6650 0.0077 -0.085 0.689 -0.024
N 0.7409 1.8732 0.0007 0.568 -0.703 0.002
N -1.3164 0.8621 -0.0039 0.263 -0.314 -0.012
N -1.5565 -1.5180 0.0012 0.351 0.222 -0.032
N 3.2064 -0.6992 -0.0090 -1.631 0.045 0.034
Cl -3.7204 -0.0810 -0.0029 0.132 -0.048 -0.005
```
Forces are in eV/Å.

One value per record, in order, for max |F|: 0.0661 0.0821 0.0317 Eh/bohr.